Entry 1:
The following is a quantum chemistry calculation of a structure of composition C32H40N8O5Tl in a non-equilibrium geometry, from the OMol25 dataset.

The geometry in ORCA input format:
```
! RIJCOSX wB97M-V def2-TZVPD def2/J DEFGRID3
* xyz 1 1
C 1.23 -3.48 2.05
H 1.35 -4.85 3.77
H -4.15 0.07 -3.58
H -2.55 4.23 -1.37
H 3.71 -1.86 -1.23
C -4.00 2.19 -3.68
H 1.67 -3.69 1.07
C -1.15 2.55 1.99
H 0.84 5.83 1.38
H -4.27 -4.05 -1.73
C 2.01 -4.20 3.19
C 0.70 -1.72 3.57
O -0.09 0.87 -1.92
H 1.07 0.70 -3.62
C -3.55 3.38 -3.04
C -3.79 0.98 -3.11
C -3.55 -1.49 -1.52
H 3.15 -2.25 -4.70
H 1.44 5.22 -1.75
C 2.46 -1.50 -4.33
C -0.99 -4.82 -1.90
O -4.76 -1.62 -1.53
H 1.95 -1.71 5.37
H -1.13 4.63 2.49
H 3.53 -3.21 -2.37
H -4.54 2.27 -4.62
N 0.40 4.41 -0.14
H -0.34 -2.04 3.57
H -0.14 2.90 -2.14
H 3.06 -1.81 1.25
C -1.23 3.63 2.86
C 1.20 4.87 0.98
C -2.64 -2.67 -1.63
H 0.87 -3.11 5.27
O -0.97 4.18 0.20
N 2.58 -1.41 -2.90
H 2.83 -4.81 2.80
H 4.62 -1.86 -2.76
N -1.89 1.91 -0.15
N -2.94 -0.30 -1.28
H 0.19 -3.80 2.03
H -2.76 -6.04 -1.94
H -0.29 -5.63 -2.01
C 0.64 0.08 -2.83
O 1.79 -0.75 -0.89
C 0.46 5.30 -1.28
C -1.60 2.08 4.63
H -3.77 4.33 -3.50
H -0.09 -0.61 -3.26
H 2.70 -0.55 -4.82
C 0.43 2.38 -0.09
N 1.28 -2.05 2.27
H -1.61 0.04 3.97
C -2.36 -5.04 -1.87
C 1.50 -2.43 4.69
C -3.20 -3.94 -1.75
H -1.49 4.21 4.90
H 1.44 -1.79 -4.62
H -0.31 5.04 -1.99
N 2.57 -3.21 4.09
H 2.22 5.00 0.62
H 0.73 -0.64 3.68
C -0.53 -3.51 -1.78
C 3.46 -2.34 3.35
H 3.91 -1.63 4.05
H 0.53 -3.29 -1.80
N -1.32 -2.47 -1.64
N -1.26 1.30 2.40
C -2.87 3.33 -1.87
H 1.20 4.12 1.77
H 2.67 -0.52 2.39
C 1.73 -0.73 -2.11
C 0.45 2.15 -1.61
C 2.66 -1.60 2.24
C 3.67 -2.14 -2.28
Tl -0.62 -0.60 0.42
H 4.26 -2.95 2.93
C -1.50 1.07 3.69
H 1.50 2.23 -1.92
C -3.13 0.85 -1.84
C -2.59 2.07 -1.22
H 0.30 6.34 -0.98
C -1.01 2.77 0.49
H -1.82 1.85 5.66
O 1.31 1.98 0.64
C -1.44 3.39 4.21
*
```

Energy relative to the best compared isomer or geometry (same formula, charge and spin)   2.304 eV
Frontier orbital gap   0.193 Ha
Molar mass   821.11 Da
E_LUMO   -4.21 eV

---

Entry 2:
The following is a quantum chemistry calculation of a structure of composition C37H46N4P2SSi2V in a non-equilibrium geometry, from the OMol25 dataset.

The geometry in ORCA input format:
```
! RIJCOSX wB97M-V def2-TZVPD def2/J DEFGRID3
* xyz 2 2
H 1.92 0.58 3.99
P -1.14 -0.14 -1.30
H -2.38 -1.73 2.34
H -0.41 -0.79 -4.00
H -0.52 -4.95 4.19
H 1.27 -4.37 5.81
Si -3.74 0.86 0.09
H -3.96 -3.15 -4.03
C -2.21 -4.04 -1.27
H 2.73 0.55 -3.13
H -0.96 -2.71 -0.13
H 1.97 4.21 3.60
H -1.09 2.90 -6.05
C 4.27 -2.26 0.58
H -3.37 2.58 1.87
C -1.08 2.33 -5.13
H 3.66 3.39 0.44
N -1.96 0.63 -0.08
S -1.02 0.47 3.14
C 1.96 1.93 -1.66
H -5.07 2.14 1.69
H -4.10 1.55 -2.27
C 0.31 -2.97 4.49
H 3.24 0.07 2.92
V -0.50 0.89 1.02
C -4.04 1.73 1.71
C -1.44 2.20 -2.76
H -3.96 -1.59 0.59
C 2.87 2.58 -3.80
C -4.56 -0.81 0.11
H 2.92 4.69 -4.19
H -2.79 -4.02 1.46
H 3.34 2.31 -4.74
C 5.55 -0.62 -0.64
H 3.52 1.31 4.14
H -2.37 -5.34 2.57
H 0.86 4.24 2.23
C -0.76 -1.23 3.46
H -1.99 -4.91 -0.66
C -2.75 -1.82 -2.87
C 3.19 -0.27 -0.25
H -3.46 -5.12 -2.63
H -3.60 -4.16 3.03
H 0.53 3.19 3.63
H -0.41 0.52 -6.09
C -0.70 0.99 -5.16
C -1.10 0.85 -2.78
P 1.66 0.67 -0.41
H -4.79 -1.15 -0.90
C 2.02 4.26 -2.29
H -3.97 1.07 2.57
H 4.61 2.15 1.27
C -0.70 0.25 -3.98
H 6.49 -0.29 -1.06
H -5.51 -0.73 0.66
C 4.41 0.16 -0.78
H 4.21 -3.21 1.11
H 4.48 1.12 -1.28
N 0.21 -1.65 4.22
C 1.44 -3.40 5.36
H -4.18 2.94 -1.17
H 6.36 -2.44 0.15
C -1.91 -1.70 -1.76
H 2.35 -3.46 4.75
C -2.64 -4.29 2.51
C -3.31 -3.06 -3.18
H 2.18 -1.83 0.82
C 0.33 -0.47 -0.41
H -5.53 1.80 -1.25
H -2.98 -0.96 -3.48
H -1.72 2.68 -1.83
H -1.70 3.99 -3.92
C -4.43 1.88 -1.29
C 3.85 2.92 1.40
C -3.04 -4.16 -2.38
C 2.79 0.92 3.42
C 1.68 3.27 -1.38
H 1.21 3.54 -0.45
C -1.43 2.94 -3.94
C 3.13 -1.49 0.43
C 5.47 -1.83 0.04
C -1.64 -2.81 -0.97
C 2.63 3.91 -3.49
C 2.54 1.59 -2.89
C 1.32 3.59 2.98
C -1.60 -3.44 3.15
N -1.64 -2.11 2.92
C -0.60 -3.89 3.96
H 4.26 3.69 2.07
H 1.62 -2.64 6.13
H 1.82 5.29 -2.06
Si 2.33 2.24 2.21
N 1.21 1.46 0.98
*
```

Expectation value of S²   0.78
Energy relative to the best compared isomer or geometry (same formula, charge and spin)   1.122 eV
Frontier orbital gap (alpha / beta)   0.265 / 0.289 Ha
Molar mass   747.93 Da
E_LUMO (alpha / beta)   -6.17 / -5.92 eV

---

Entry 3:
The following is a quantum chemistry calculation of a structure of composition C40H38AsNOPSn, from the OMol25 dataset.

The geometry in ORCA input format:
```
! RIJCOSX wB97M-V def2-TZVPD def2/J DEFGRID3
* xyz 1 1
H 6.82 1.48 4.57
C 0.06 4.40 -2.53
H -4.32 -0.80 1.22
C 2.90 -3.84 0.79
C -3.34 -0.33 1.07
H 3.30 4.45 -0.70
H -0.93 -3.33 0.11
H 0.91 4.20 -0.58
C 2.95 2.76 0.63
H 3.78 -0.55 0.47
H 2.78 -3.11 2.78
C 0.98 -0.01 4.64
H -1.37 -3.93 1.72
H 0.28 2.10 -5.01
C 5.44 0.57 -2.83
H 3.81 1.96 -3.01
C 6.02 3.23 1.77
H -2.34 -4.42 0.32
C -2.27 -1.30 0.76
C 6.74 2.48 0.85
C 1.46 -0.98 3.78
C 1.16 1.91 -3.06
H 1.34 -2.51 -1.90
C 1.64 -2.64 -0.86
C 1.15 -1.77 0.10
H 5.90 -1.58 -0.26
Sn -0.24 -0.08 -0.23
C 3.86 3.75 -0.08
C 4.26 1.17 -2.41
P 2.16 1.52 -0.50
As 4.94 4.77 1.23
C 2.50 -3.67 -0.53
H 8.09 0.16 2.91
H 6.95 -0.88 -2.38
C 5.44 -0.81 -0.86
C 6.05 2.86 3.11
C 7.50 1.01 2.59
H -3.38 0.43 0.29
H 1.25 -0.03 5.69
C 1.10 -0.96 2.43
C -0.17 0.96 2.81
C 8.37 6.62 -0.30
H 2.11 -1.75 4.16
C 1.58 -1.93 1.43
C 4.25 -0.23 -0.45
C 6.03 -0.42 -2.06
C 0.14 0.99 4.15
H 2.17 3.27 1.20
H -0.69 4.32 -4.54
C 1.37 2.50 -1.82
H -0.24 1.77 4.79
H 5.50 3.44 3.84
C 0.79 3.74 -1.56
H 4.56 3.22 -0.73
H 9.29 7.00 0.12
C 6.79 1.76 3.52
H 5.09 5.29 -1.84
C -1.75 -3.61 0.75
H 7.58 5.97 1.58
H 3.57 -4.65 1.06
C 6.96 6.23 -2.21
O -2.65 -2.50 0.96
C 6.22 5.55 -0.02
C 6.01 5.65 -1.39
C -0.12 3.81 -3.78
H 5.90 0.89 -3.75
C 2.45 -2.97 1.77
C 0.43 2.56 -4.04
H 2.87 -4.34 -1.30
H 8.04 0.81 0.52
N 0.28 0.02 1.98
H 6.75 2.77 -0.20
H -0.38 5.36 -2.32
H -3.04 0.18 1.99
H 3.53 2.16 1.33
C 7.41 6.05 0.51
C 8.15 6.72 -1.67
H 8.89 7.17 -2.31
H -0.80 1.72 2.37
H 6.79 6.31 -3.28
H 1.57 0.92 -3.26
C 7.48 1.38 1.25
C 3.65 0.77 -1.22
*
```

Energy relative to the best compared isomer or geometry (same formula, charge and spin)   0.000 eV
Frontier orbital gap   0.270 Ha
Molar mass   773.36 Da
E_LUMO   -2.88 eV

---

Entry 4:
The following is a quantum chemistry calculation of a cluster of 2 separate species, C3H7NO4 in total in a non-equilibrium geometry, from the OMol25 dataset.

The geometry in ORCA input format:
```
! RIJCOSX wB97M-V def2-TZVPD def2/J DEFGRID3
* xyz 0 1
C 1.91 -0.65 0.11
H 1.65 -1.09 -0.86
O -1.37 1.88 -1.34
H -2.61 -4.12 0.47
O -2.90 -3.22 0.32
H 2.55 1.31 0.15
H -2.08 -2.78 0.08
O 2.41 -1.31 0.98
O -1.06 0.60 0.54
H -1.86 0.15 0.28
N 0.70 1.48 -0.56
C -0.66 1.29 -0.56
H 1.01 2.20 -1.18
H 1.33 0.98 1.39
C 1.59 0.81 0.36
*
```

Energy relative to the best compared isomer or geometry (same formula, charge and spin)   1.468 eV
Frontier orbital gap   0.380 Ha
SMILES   O=CCNC(=O)O.O
Molar mass   121.09 Da
E_LUMO   0.28 eV